1.
Entry from the OMol25 dataset: a molecular structure, C26H26Cl3N2O4Pt at a distorted geometry (ωB97M-V/def2-TZVPD).

Geometry as XYZ:
```
62
Properties=species:S:1:pos:R:3:lowdin_charge:R:1
C 4.11563 -0.13107 2.48644 -0.0558
C 3.89546 1.33268 2.70396 -0.7052
Cl 5.21700 2.19579 3.35949 0.7731
C 2.75557 1.96013 2.41267 -0.6552
Cl 2.65502 3.69879 2.73205 0.7432
C 1.55628 1.30036 1.81463 -0.2584
C 0.83827 0.28272 2.55307 -0.1297
C 1.27437 0.12021 3.94803 -0.6431
O 1.61778 -0.88776 4.50443 0.1374
O 1.13139 1.28703 4.47949 0.0166
C -0.22593 -0.38690 2.00548 -0.1274
C -0.92374 -1.47245 2.78338 -0.1250
C -0.45466 -2.90778 2.41832 -0.6763
C -1.19504 -3.53856 1.23859 -0.1400
Cl 1.28993 -3.02687 2.05082 0.6801
C -0.69327 -0.04239 0.70314 -0.0948
N -1.77431 -0.69768 0.22615 0.2388
C -2.15873 -0.27881 -0.94938 -0.2888
O -3.21933 -0.81989 -1.52288 0.0282
C -4.37527 -0.90752 -0.62263 -0.0979
C -5.66110 -0.91799 -1.42528 -0.4286
C -6.81277 -1.23850 -0.48032 -0.0357
O -5.64148 -1.83557 -2.49278 0.0042
C -1.50718 0.75556 -1.71541 0.0300
N -0.46489 1.36502 -1.28574 0.1947
C -0.02433 0.98201 -0.03035 -0.1484
C 1.08642 1.63271 0.48373 -0.1041
C 1.80184 2.68603 -0.30229 -0.0867
C 2.30478 2.24266 -1.67324 -0.2090
C 2.70752 3.21425 -2.57805 -0.0460
C 3.14940 2.89485 -3.84881 -0.0561
C 3.19603 1.56459 -4.24741 -0.0347
C 2.81348 0.57266 -3.34721 -0.2596
C 2.85611 -0.86827 -3.79809 -0.0403
C 2.37373 0.91301 -2.07528 -0.0156
H 5.17592 -0.31702 2.35529 0.0862
H 3.83076 -0.64480 3.40421 0.0924
H 3.50937 -0.53501 1.68128 0.0870
H -0.78779 -1.33458 3.84898 0.1200
H -1.98384 -1.42724 2.54689 0.1164
H -0.68074 -3.52527 3.28218 0.1062
H -0.87319 -4.57143 1.14722 0.0760
H -2.27258 -3.43818 1.32196 0.0766
H -0.84849 -3.05382 0.32873 0.0545
H -4.32032 -1.77591 0.03058 0.1328
H -4.37912 -0.00577 -0.01469 0.1372
H -5.83499 0.09169 -1.80196 0.1483
H -6.77431 -2.27198 -0.14657 0.0894
H -7.72539 -1.13099 -1.06266 0.0902
H -6.86973 -0.54001 0.35194 0.0866
H -4.89092 -2.42869 -2.41302 0.0948
H -1.91935 1.01966 -2.67963 0.1447
H 2.65168 3.09818 0.22663 0.0914
H 1.08386 3.49131 -0.47899 0.1410
H 2.65225 4.25420 -2.27759 0.1176
H 3.46205 3.64361 -4.56018 0.1097
H 3.51017 1.28012 -5.23863 0.1128
H 1.84058 -1.19521 -4.03159 0.0833
H 3.42628 -0.95361 -4.71620 0.0763
H 3.23076 -1.52582 -3.01843 0.0800
H 2.07390 0.11931 -1.40235 0.1162
Pt 0.20917 2.63421 2.80789 0.9482
```

## Properties
HOMO-LUMO gap: 4.55 eV
HOMO level: -11.486 eV
net charge: +1


2.
Entry from the OMol25 dataset: a molecular structure, C26H26ClIrN2O4PS6 at a distorted geometry (ωB97M-V/def2-TZVPD).

Geometry as XYZ:
```
67
Properties=species:S:1:pos:R:3:lowdin_charge:R:1
Ir -0.09433 0.46937 -0.05976 0.8959
O -5.77345 4.47103 0.64347 -0.0182
C -4.80215 3.79422 0.49856 -0.9939
S -4.85131 2.09693 -0.03301 0.9852
C -3.12980 1.79582 0.01942 -1.1438
C -2.32243 2.86641 0.41714 -1.1291
S -0.64297 2.86633 0.59838 0.6126
S -3.14398 4.36686 0.77782 0.9971
S -2.61824 0.24636 -0.41561 0.5761
N 0.72066 -1.62776 -0.93213 -0.0814
C 2.13750 -1.73920 -0.56282 -0.2678
C 2.84152 -0.44740 -0.95968 -0.2369
N 2.29076 0.68287 -0.20270 -0.0604
H 0.18347 -2.42493 -0.61483 0.0867
H 0.62530 -1.54325 -1.94052 0.0913
H 2.63133 -2.58864 -1.04140 0.1176
H 2.19363 -1.86926 0.51938 0.0807
H 2.64980 -0.25839 -2.01776 0.1184
H 3.91855 -0.55872 -0.81986 0.1199
H 2.43532 1.56030 -0.70089 0.0663
H 2.70658 0.74716 0.71949 0.0909
S -0.08371 1.27243 4.87503 0.2226
P -0.10095 -0.52476 4.10164 0.0974
S 0.09423 -0.62855 2.05066 0.2710
C -1.59872 -1.47508 4.51619 -0.3836
C -1.83036 -1.71768 5.86743 -0.0906
C -2.94836 -2.43710 6.25213 -0.0748
C -3.83478 -2.91085 5.29311 -0.0812
C -3.60452 -2.66181 3.94936 -0.0775
C -2.48493 -1.94211 3.55501 -0.1048
C 1.25552 -1.59745 4.68448 -0.3972
C 1.39214 -2.87688 4.14767 -0.1103
C 2.40863 -3.70375 4.59298 -0.0817
C 3.28774 -3.25855 5.57299 -0.0830
C 3.15084 -1.98505 6.10312 -0.0767
C 2.13552 -1.14909 5.65801 -0.1004
H -1.13766 -1.33330 6.60669 0.1074
H -3.13312 -2.62457 7.30193 0.1058
H -4.71054 -3.46955 5.59706 0.1039
H -4.29947 -3.02431 3.20257 0.1050
H -2.30238 -1.73677 2.50758 0.0572
H 0.70060 -3.21258 3.38396 0.0940
H 2.51423 -4.69972 4.18140 0.1035
H 4.07777 -3.90940 5.92494 0.1035
H 3.83383 -1.64111 6.86917 0.1052
H 2.01829 -0.14802 6.05474 0.0704
C -1.43215 0.57336 -6.75848 -0.0301
C -0.12365 1.30723 -6.69642 -0.1951
C 0.82101 1.20848 -7.70265 -0.0698
C 2.02602 1.89086 -7.60887 -0.6799
Cl 3.19072 1.75608 -8.88825 0.6484
C 2.30765 2.67033 -6.50450 -0.1020
C 1.37097 2.78039 -5.48582 0.0027
C 0.15784 2.11006 -5.58033 -0.2254
O -0.82849 2.16652 -4.64607 -0.0289
C -0.60770 2.88978 -3.45232 -0.0825
C 0.44898 2.20456 -2.53862 -0.6544
O 1.47391 2.80268 -2.23969 0.0211
O 0.12516 1.01282 -2.17216 -0.2305
H -1.50659 -0.01626 -7.67056 0.0774
H -2.26657 1.27520 -6.71989 0.0872
H -1.53511 -0.08706 -5.89574 0.0854
H 0.62130 0.59028 -8.56843 0.1104
H 3.25383 3.18790 -6.42945 0.1063
H 1.61225 3.37196 -4.61433 0.1035
H -1.56413 2.87360 -2.93010 0.1305
H -0.30085 3.92069 -3.63982 0.1334
```

## Properties
spin multiplicity: 6
ΔE to the lowest compared entry with this formula, charge and spin: 28.1 kcal/mol
HOMO-LUMO gap (alpha / beta): 7.71 / 5.16 eV
<S²>: 8.78
HOMO level (alpha / beta): -7.831 / -8.193 eV
net charge: 0


3.
Entry from the OMol25 dataset: a molecular structure, C26H26IrN2O9SSb2 at a distorted geometry (ωB97M-V/def2-TZVPD).

Geometry as XYZ:
```
67
Properties=species:S:1:pos:R:3:lowdin_charge:R:1
Ir -1.59558 0.08819 0.46879 1.0729
O -2.79456 1.32858 -0.51183 -0.2321
C -3.45355 0.67933 -1.45197 -0.6323
O -3.09896 0.74083 -2.63232 0.0466
C -4.64846 -0.10390 -0.97829 -0.1443
C -5.82009 0.33550 -1.62184 -0.0296
C -7.02226 -0.12055 -1.19241 -0.0968
C -7.10269 -1.10925 -0.21237 -0.0966
C -5.96624 -1.52327 0.45823 -0.1134
C -4.69426 -0.98596 0.13153 -0.5428
S -3.26737 -1.30229 1.14431 0.6216
H -5.75053 1.01511 -2.45616 0.1225
H -7.94465 0.27113 -1.60948 0.1029
H -8.07587 -1.58446 0.00850 0.1086
H -6.07776 -2.18019 1.32539 0.1008
O 1.12010 0.50287 3.51444 0.0845
C 0.42206 0.82193 2.57676 -0.5858
O -0.21549 -0.11389 1.87052 -0.3133
C 0.25362 2.18660 2.11220 -0.1145
C 0.44397 3.07949 3.12298 0.0985
C 0.43634 4.47593 2.79347 -0.1563
C 0.30887 4.88675 1.47388 0.0790
C 0.16766 3.89397 0.50041 -0.0395
C 0.04086 2.47876 0.76081 -0.3423
O -0.16954 1.61699 -0.16755 -0.2871
N 0.57150 4.29626 -0.87273 -0.2806
O 1.27080 3.52887 -1.59164 -0.0318
O 0.20192 5.42718 -1.24174 0.0482
N 0.28238 5.33397 3.90999 -0.3425
O 0.48191 4.80390 5.02885 0.0302
O -0.12084 6.47211 3.65000 0.0505
H 0.49806 2.79931 4.17248 0.1361
H 0.33021 5.98878 1.33675 0.1430
C 3.10600 1.32477 0.37605 -0.2667
Sb 2.32825 0.76148 -1.61517 1.4154
C 3.78549 1.99769 -2.65072 -0.3477
C 3.52204 -1.05416 -2.14255 -0.3460
C 3.47249 -1.99735 -1.03907 -0.3067
C 4.48382 -2.03036 -0.06412 -0.0547
C 4.50331 -3.02605 0.88774 -0.0998
C 3.54589 -4.03177 0.88614 -0.0992
C 2.49450 -3.95761 0.00078 -0.0894
C 2.40071 -2.93718 -0.94579 -0.3172
C 1.22664 -2.86249 -1.78236 -0.2817
Sb -0.55547 -2.03910 -0.64218 1.3294
C -0.34784 -3.34104 1.08834 -0.3020
C -2.13803 -3.17692 -1.63344 -0.2906
H 4.19039 1.34106 0.28664 -0.0055
H 2.78367 0.63227 1.17476 0.0090
H 2.75518 2.35063 0.64475 0.0173
H 4.80981 1.58908 -2.55979 -0.0004
H 3.73712 2.98087 -2.15848 -0.0106
H 3.49609 2.10687 -3.70343 -0.0040
H 4.54174 -0.69963 -2.37447 0.0543
H 3.05711 -1.40945 -3.07081 0.0502
H 5.31578 -1.33336 -0.14112 0.1119
H 5.28038 -3.08995 1.63740 0.0963
H 3.69640 -4.87709 1.55405 0.0992
H 1.63686 -4.62482 0.08838 0.0914
H 0.79808 -3.84208 -2.12029 0.0784
H 1.22375 -2.07764 -2.56677 0.0282
H -0.30869 -4.37025 0.72101 0.0018
H -1.23712 -3.26173 1.73465 -0.0107
H 0.53596 -3.06270 1.64725 0.0072
H -1.82190 -4.20761 -1.87658 0.0112
H -2.36841 -2.62219 -2.53533 -0.0023
H -2.96156 -3.18077 -0.92537 -0.0301
```

## Properties
spin multiplicity: 5
ΔE to the lowest compared entry with this formula, charge and spin: 0.0 kcal/mol
HOMO-LUMO gap (alpha / beta): 5.77 / 5.44 eV
<S²>: 6.03
HOMO level (alpha / beta): -3.906 / -5.204 eV
net charge: -1